Below is C10H15Mn as an isolated structure, with properties calculated with the ωB97M-V functional and the def2-TZVPD basis.

```
26
Properties=species:S:1:pos:R:3:forces:R:3
Mn 0.118996 -0.288866 -0.317538 0.11 0.95 0.56
C -1.151476 -2.280433 -0.499140 0.08 -0.34 -0.24
C -1.473641 -1.448424 -1.590193 -0.10 -0.49 -0.27
C -0.467987 -1.036020 -2.488255 -0.02 -0.45 -0.30
C 0.867157 -1.439334 -2.290817 -0.21 -0.32 -0.10
C 1.198690 -2.236332 -1.177399 -0.14 -0.31 -0.21
C 0.188921 -2.667493 -0.285770 -0.17 -0.24 -0.38
H -1.942999 -2.713767 0.107680 0.12 0.25 0.05
H -2.515178 -1.245219 -1.820528 0.11 0.20 0.15
H -0.744457 -0.527788 -3.407133 0.05 0.20 0.21
H 1.612619 -1.244445 -3.055488 0.00 0.24 0.20
H 2.201323 -2.644980 -1.089105 -0.04 0.25 0.16
H 0.423944 -3.419822 0.461785 0.02 0.33 0.16
C 0.577255 3.095309 1.235427 0.23 0.33 -0.12
C 0.122877 1.657661 0.973678 -0.57 -0.90 -0.80
C -1.162764 1.247726 1.714520 -0.07 -0.15 -0.22
C 1.200192 0.637069 1.122388 1.08 0.85 1.22
H -0.201886 3.808648 0.972276 -0.06 -0.10 -0.06
H 1.484670 3.342594 0.686837 -0.03 0.00 -0.05
H 0.789740 3.205751 2.298806 -0.02 -0.14 0.03
H -0.101707 1.661853 -0.205422 -0.07 0.24 0.65
H -1.119735 1.576626 2.755293 0.13 -0.10 -0.04
H -1.295075 0.139264 1.743122 -0.07 0.46 -0.03
H -2.044958 1.708899 1.267780 0.03 -0.10 0.04
H 1.242092 0.134173 2.098426 -0.10 -0.24 -0.44
H 2.193387 0.977351 0.788771 -0.28 -0.42 -0.17
```
Forces are in eV/Å.

Results
HOMO energy (spin up / spin down): -18.823 / -18.728 eV
expectation value of S²: 6.439
orbital gap (spin up / spin down): 0.3232 / 0.3366 Eh
multiplicity: 5
energy: -1540.33641 hartree
charge: +2

Mulliken atomic charge list, values in e, 8 entries: Mn 0.3747; C -0.4226; C -0.3095; C -0.5210; C -0.4125; C -0.3743; C -0.3690; H 0.5036


Below is a 4-piece molecular cluster, C21H26F25N2O3S overall, with properties calculated with the ωB97M-V functional and the def2-TZVPD basis.

```
78
Properties=species:S:1:pos:R:3:forces:R:3
C 3.878881 2.648811 1.917971 -0.02 -0.01 -0.04
C 2.445858 2.736054 2.378342 0.11 0.08 -0.16
N 1.951453 2.158320 3.382347 -0.11 0.00 0.11
C 1.504339 3.627116 1.572066 0.32 -0.01 -0.01
S 0.431878 4.541012 2.693331 0.04 -0.04 0.07
N 0.865783 6.106463 2.362467 -0.23 -0.08 0.08
C -1.214763 4.333584 1.997479 -0.44 0.06 -0.06
C -1.831308 2.980417 2.364981 -0.33 0.23 -0.16
C -3.120421 2.754457 1.602771 -0.14 -0.11 0.09
F -0.905668 1.998260 2.028313 0.03 -0.16 0.02
H 4.023620 2.997242 0.894811 -0.07 -0.09 0.03
H 4.493152 3.276842 2.572316 -0.04 -0.07 -0.07
H 4.232089 1.619117 1.994847 0.02 0.10 0.00
H 2.638332 1.570047 3.851710 -0.02 -0.03 0.05
H 0.877451 3.014862 0.923267 0.09 0.11 0.02
H 2.060689 4.365595 0.992672 -0.20 0.01 -0.03
H 0.489771 6.497357 1.505206 0.09 0.00 -0.04
H 0.691322 6.702899 3.162230 0.07 0.06 -0.03
H -1.215128 4.482075 0.912482 0.26 -0.05 0.07
H -1.808517 5.135676 2.449379 0.08 -0.10 -0.01
H -2.016570 2.918760 3.440912 0.21 -0.04 -0.03
H -3.779557 3.618953 1.715135 0.05 -0.03 -0.06
H -3.653000 1.892376 2.006192 0.13 0.05 -0.04
H -2.926117 2.574106 0.543205 0.07 0.15 0.06
C -3.719753 -1.351515 4.812114 0.47 -0.08 0.11
C -4.572875 -0.133256 4.429835 -0.12 -0.13 -0.14
C -5.545318 0.421725 5.476088 0.05 0.09 0.01
F -6.498399 -0.476322 5.763914 -0.04 -0.09 0.00
F -6.136722 1.525027 4.960647 -0.01 0.01 0.00
F -5.217223 -0.350744 3.268923 0.00 0.00 0.02
F -3.683172 0.896478 4.208067 0.11 0.01 0.10
O -4.160086 -2.601062 4.330791 -0.41 0.23 -0.22
C -4.985934 -3.411846 5.066711 0.23 -0.08 0.00
C -6.282123 -3.720859 4.305904 0.01 -0.04 -0.04
F -6.951867 -2.577689 4.059488 0.00 0.05 0.01
F -7.052941 -4.515179 5.073394 -0.03 -0.02 0.01
F -5.239103 -2.903642 6.281876 -0.09 0.08 0.08
F -4.347807 -4.587226 5.244138 0.03 -0.05 0.07
H -2.767186 -1.188414 4.308423 -0.01 0.00 0.01
H -3.519780 -1.370408 5.883907 -0.15 0.05 0.02
H -5.013960 0.701624 6.389607 0.00 -0.02 0.01
H -6.055441 -4.222324 3.363602 0.00 -0.01 0.00
C -0.328065 0.828560 -3.589916 -0.16 -0.32 -0.26
C -0.500560 2.341130 -3.385211 0.00 -0.07 0.09
C 0.658014 3.257040 -3.793146 -0.04 0.01 -0.07
F 1.755596 2.992793 -3.052966 0.04 -0.03 -0.01
F 0.295545 4.537301 -3.555432 0.01 0.03 0.03
F -0.849933 2.601164 -2.100374 0.00 0.03 0.02
F -1.540090 2.713508 -4.180147 -0.01 0.01 -0.01
O 0.021569 0.082959 -2.437072 0.01 0.38 0.23
C 1.311295 -0.196836 -2.103002 -0.13 -0.23 -0.06
C 1.647942 0.386768 -0.726957 0.04 -0.10 0.02
F 1.526156 1.738097 -0.779572 0.01 -0.02 0.15
F 2.926631 0.101066 -0.406285 0.00 0.01 0.01
F 2.193156 0.219425 -3.027206 0.08 0.14 -0.09
F 1.438938 -1.535241 -1.997620 0.06 -0.04 -0.03
H -1.322910 0.469823 -3.848922 0.01 0.00 0.00
H 0.324615 0.609773 -4.435007 0.10 0.12 0.06
H 0.893887 3.141482 -4.853279 0.01 0.00 0.00
H 0.977804 -0.016168 0.034153 -0.03 0.04 0.00
C 4.376735 -5.344232 -3.927976 0.30 -0.18 0.30
C 3.148297 -5.815018 -4.720566 -0.04 0.16 0.04
C 3.313379 -6.027720 -6.229041 -0.02 -0.10 0.01
F 3.616721 -4.866805 -6.841797 0.05 0.08 0.00
F 2.144185 -6.477824 -6.731193 -0.01 0.01 -0.01
F 2.100990 -4.998809 -4.484617 0.00 -0.01 -0.01
F 2.839374 -7.048913 -4.224300 0.01 -0.04 0.01
O 4.434092 -3.964066 -3.616019 -0.41 0.08 -0.26
C 5.078116 -3.061011 -4.410955 0.09 -0.08 0.18
C 4.121012 -1.961623 -4.887359 -0.04 0.08 0.05
F 3.128269 -2.489268 -5.629267 -0.02 -0.02 -0.02
F 4.805354 -1.083329 -5.653128 0.01 0.03 -0.02
F 5.713801 -3.636851 -5.440596 -0.01 -0.05 -0.13
F 6.015449 -2.444341 -3.652163 0.09 0.03 0.00
H 4.280732 -5.833888 -2.960125 0.01 0.01 -0.01
H 5.302481 -5.699478 -4.380477 -0.06 0.04 -0.14
H 4.095011 -6.763655 -6.433630 0.01 0.01 0.00
H 3.692530 -1.440583 -4.030692 0.03 -0.02 0.03
```
Forces are in eV/Å.

Results
HOMO energy: -13.060 eV
orbital gap: 0.3738 Eh
energy: -4045.62786 hartree
charge: +1

Mulliken atomic charge list, values in e, 8 entries: C -1.4456; C 0.7008; N -0.5697; C -0.2291; S 0.2596; N -0.4794; C -0.9462; C 0.5345


Below is C24H28Cl2CrNOPSe2 as an isolated structure, with properties calculated with the ωB97M-V functional and the def2-TZVPD basis.

```
60
Properties=species:S:1:pos:R:3:forces:R:3
Cr 1.148176 0.080857 -1.082582 0.53 -0.16 -0.25
Cl 0.040006 1.725084 -2.496562 -0.26 -0.04 -0.36
C -0.155675 0.501595 -3.813793 0.24 -0.12 0.49
Cl 0.504649 -1.039173 -3.138338 -0.04 0.42 -0.28
H 0.413724 0.794794 -4.680487 0.22 0.06 -0.15
H -1.205104 0.374816 -4.017974 -0.28 -0.06 0.02
O 2.787536 -2.080027 -1.176703 -0.36 0.32 0.22
N 1.772395 -1.652145 -0.310945 0.22 -0.24 -0.22
C 1.380278 -2.467536 0.590693 -0.17 0.10 0.19
C 0.391739 -2.196537 1.632952 0.29 -0.17 -0.46
C 0.475037 -3.071670 2.707084 0.01 -0.21 0.30
C -0.306096 -2.883404 3.841089 0.06 -0.10 0.02
C -1.177827 -1.815054 3.888275 -0.13 0.13 0.09
C -1.299502 -0.951874 2.795344 0.00 0.05 0.09
C -0.533180 -1.132547 1.654092 -0.15 0.12 -0.07
P -0.893337 -0.114398 0.190804 -0.02 0.36 0.47
C -1.985027 -1.087647 -0.855208 0.15 -0.04 -0.21
C -2.703686 -0.434929 -1.870008 -0.15 -0.12 0.05
C -3.506998 -1.175605 -2.725348 0.06 0.00 0.06
C -3.585405 -2.562277 -2.584586 -0.02 0.01 -0.05
C -2.870741 -3.206690 -1.582692 0.03 -0.02 0.03
C -2.061823 -2.473787 -0.721494 -0.07 -0.12 -0.05
C -1.798839 1.364232 0.656761 -0.10 -0.01 -0.02
C -1.251444 2.647537 0.609599 -0.19 0.00 0.07
C -2.015765 3.746984 0.973245 -0.03 -0.04 0.00
C -3.329637 3.568794 1.388917 -0.05 0.04 0.03
C -3.886807 2.294396 1.431280 -0.04 -0.01 0.00
C -3.131270 1.194604 1.057648 -0.09 -0.02 -0.01
H 2.938385 -3.026467 -1.034570 0.14 -0.24 -0.07
H 1.876723 -3.435879 0.633812 -0.03 -0.06 0.07
H 1.174618 -3.901479 2.668573 -0.07 0.06 0.03
H -0.225692 -3.568744 4.675710 0.00 0.03 -0.04
H -1.789758 -1.650914 4.769592 0.06 0.00 -0.11
H -2.011630 -0.137710 2.848208 0.05 -0.06 0.02
H -2.686224 0.647586 -1.950317 -0.01 -0.03 0.05
H -4.095640 -0.674231 -3.486290 0.04 -0.04 0.06
H -4.221452 -3.139386 -3.249279 0.08 0.09 0.08
H -2.954085 -4.281559 -1.459302 0.01 0.12 -0.02
H -1.527040 -2.989051 0.069185 -0.07 0.04 -0.07
H -0.235937 2.808958 0.295031 0.25 0.00 -0.07
H -1.588916 4.742525 0.931696 -0.03 -0.09 0.00
H -3.927622 4.428057 1.674741 0.07 -0.09 -0.03
H -4.916319 2.156949 1.746592 0.13 0.03 -0.04
H -3.585954 0.208025 1.071618 0.04 0.08 -0.03
C 2.737822 0.115851 2.295211 0.11 0.02 -0.05
Se 2.092300 1.351531 0.948794 -0.46 0.00 -0.05
C 3.838683 2.006863 0.390725 -0.05 0.07 0.20
C 4.511357 1.106511 -0.599905 0.05 -0.04 -0.11
Se 3.413987 0.869764 -2.176048 -0.26 -0.17 0.01
C 3.295871 2.734385 -2.716238 0.01 -0.03 -0.10
H 2.897108 0.719613 3.182754 0.08 -0.02 0.08
H 3.662522 -0.348746 1.963520 0.00 -0.04 0.01
H 1.973430 -0.623385 2.483066 -0.05 -0.03 0.11
H 4.415453 2.095620 1.307735 0.08 0.06 0.12
H 3.665928 3.006946 0.012116 0.05 0.15 -0.10
H 4.711133 0.107695 -0.220942 0.01 -0.07 0.06
H 5.451626 1.536443 -0.935990 0.15 0.01 -0.06
H 4.291622 3.152688 -2.596414 0.05 0.03 -0.03
H 2.570781 3.288125 -2.134538 -0.06 0.06 0.07
H 3.031547 2.745023 -3.769906 -0.02 0.02 -0.01
```
Forces are in eV/Å.

Results
HOMO energy (spin up / spin down): -17.340 / -17.321 eV
expectation value of S²: 0.799
orbital gap (spin up / spin down): 0.2220 / 0.2495 Eh
multiplicity: 2
energy: -8169.34557 hartree
charge: +3

Mulliken atomic charge list, values in e, 8 entries: Cr 0.1659; Cl -0.0265; C -0.2928; Cl -0.0298; H 0.4575; H 0.3850; O -0.4387; N 0.3475